# 1
{
  "formula": "C3H5NO3",
  "method": "the ωB97M-V functional and the def2-TZVPD basis",
  "lumo_energy_ev": -0.736,
  "smiles": "C=C(CO)[N+](=O)[O-]",
  "energy_ha": -397.65269,
  "homo_lumo_gap_ev": 9.97,
  "de_lowest_kj_mol": 483.1,
  "homo_energy_ev": -10.7,
  "species": ["C", "C", "C", "O", "N", "O", "O", "H", "H", "H", "H", "H"],
  "positions_angstrom": [[0.124947, 1.672130, 0.257568], [0.238005, 0.357512, 0.139692], [-1.051823, -0.643529, 0.387390], [-1.373205, -1.362033, -0.753706], [1.428518, -0.241323, -0.385382], [2.381436, 0.476694, -0.578108], [1.399936, -1.435536, -0.610019], [0.940376, 2.334678, 0.013496], [-0.791041, 2.119894, 0.601304], [-1.901090, -0.023655, 0.661825], [-0.764046, -1.301165, 1.222582], [-0.632013, -1.953668, -0.956643]],
  "atomic_forces_ev_per_a": [[0.6, -0.2, -0.1], [-3.8, -0.6, 0.6], [2.8, 0.9, 0.1], [-0.2, -0.3, -0.4], [0.5, 0.3, 0.0], [0.4, 0.0, -0.1], [0.1, -0.5, 0.0], [0.1, 0.0, 0.0], [-0.2, -0.1, 0.1], [0.1, 0.1, 0.0], [-0.2, 0.2, -0.1], [-0.2, 0.2, 0.1]],
  "lowdin_charge": [0.127, -0.156, -0.185, -0.055, -0.372, 0.092, 0.080, 0.079, 0.078, 0.113, 0.118, 0.082]
}

# 2
{
  "formula": "C3H5NO3",
  "method": "the ωB97M-V functional and the def2-TZVPD basis",
  "lumo_energy_ev": -0.252,
  "energy_ha": -397.51994,
  "homo_lumo_gap_ev": 9.22,
  "de_lowest_kj_mol": 831.6,
  "homo_energy_ev": -9.5,
  "species": ["C", "C", "C", "H", "H", "H", "H", "H", "N", "O", "O", "O"],
  "positions_angstrom": [[-1.193495, -0.675172, 0.862879], [1.168763, -0.020039, 0.130216], [0.752581, -0.267242, -1.382536], [-1.468344, 2.268689, 0.696455], [-1.459428, -1.706479, 1.473995], [2.078827, -0.685455, 0.220852], [1.605698, 1.053436, 0.500788], [1.413204, 0.320782, -2.203450], [-1.974159, 0.186297, 0.462933], [-0.853454, 1.098660, 0.199505], [0.137660, -0.792693, 0.917372], [-0.207852, -0.780784, -1.879010]],
  "atomic_forces_ev_per_a": [[0.5, -7.4, 3.7], [0.2, -1.6, -0.3], [1.3, 3.4, -2.1], [2.8, -4.7, -2.3], [-0.4, 2.7, -2.0], [-0.9, 0.5, 0.1], [-2.0, -2.5, -1.1], [-0.4, -1.1, 1.9], [0.8, 1.9, -0.4], [-4.7, 8.4, 0.9], [2.5, 1.2, -0.1], [0.3, -0.7, 1.5]],
  "lowdin_charge": [-0.354, -0.099, -0.251, 0.320, 0.192, 0.122, 0.176, 0.148, 0.054, -0.270, -0.102, 0.062]
}

# 3
{
  "formula": "C3H5NO3",
  "method": "the ωB97M-V functional and the def2-TZVPD basis",
  "lumo_energy_ev": -4.087,
  "energy_ha": -397.44998,
  "homo_lumo_gap_ev": 5.27,
  "de_lowest_kj_mol": 1015.3,
  "homo_energy_ev": -9.4,
  "species": ["C", "N", "C", "C", "O", "O", "O", "H", "H", "H", "H", "H"],
  "positions_angstrom": [[-0.390347, -1.737296, -1.200465], [-1.264532, -0.691963, -0.809435], [-0.570050, -0.146711, 0.095761], [0.755999, 0.642282, -0.146949], [-0.494807, 1.947491, 1.648295], [1.632895, -0.075723, -0.772171], [-0.224937, -2.801257, -0.706766], [0.214472, -1.416901, -2.094294], [-0.524680, 2.235334, 2.569390], [-0.547153, -0.405244, 1.169371], [0.976525, 0.881576, 0.923197], [0.436616, 1.568410, -0.675935]],
  "atomic_forces_ev_per_a": [[1.9, -1.0, -2.7], [0.6, 1.1, 2.7], [-2.2, -2.0, 0.7], [2.9, 1.3, -2.7], [0.5, -0.7, -0.7], [-0.9, 0.2, 0.7], [-0.8, 0.2, 0.4], [-0.2, 0.1, 0.4], [0.0, -0.2, 0.0], [-0.9, 0.8, 0.1], [-0.7, 0.3, 0.9], [-0.1, -0.2, 0.2]],
  "lowdin_charge": [-0.338, 0.222, -0.016, -0.338, -0.265, 0.008, 0.151, 0.167, -0.040, 0.170, 0.134, 0.144]
}